# 1
Here is C6H9NO as an isolated structure in a non-equilibrium geometry from the OMol25 dataset. Energies are from ωB97M-V/def2-TZVPD.

Last column: Löwdin charge in e.
Atoms and positions in Å:
H: -0.0959 -0.8506 -1.9578  0.077
H: 0.1775 2.5314 -0.3208  0.167
H: -0.4020 1.3051 -1.6689  0.129
H: 1.9554 -0.9537 1.0216  0.159
H: -0.5574 -0.4575 2.2021  0.172
H: 1.5201 0.8098 1.2898  0.107
C: -0.2495 -0.3547 1.0747  -0.159
H: -1.5808 1.5157 0.9573  0.159
C: 1.2381 -0.0720 0.7843  -0.163
C: 0.0204 1.3940 -0.6606  -0.091
H: 1.3226 -1.5277 -1.1166  0.128
C: 0.4010 -0.9573 -1.1007  -0.055
H: -1.1699 -2.1915 0.0405  0.157
O: -1.7674 -0.1453 -0.2386  -0.027
N: 0.9599 0.2792 -0.5257  -0.195
C: -0.7873 -1.1474 -0.0626  -0.231
C: -0.9847 0.8225 0.2820  -0.334

- Orbital gap: 8.87 eV
- Relative energy (zero: lowest compared OMol25 entry of this formula, charge and spin): 399.0 kJ/mol
- Total charge: 0
- Highest occupied orbital energy: -0.2884 Eh
- DFT total energy: -363.8723 Ha

# 2
Here is C32H34BrN7O2STi as an isolated structure in a non-equilibrium geometry from the OMol25 dataset. Energies are from ωB97M-V/def2-TZVPD.

Last column: Löwdin charge in e.
Atoms and positions in Å:
C: 0.2325 -2.4091 0.4759  -0.320
C: 0.5532 0.1717 8.8765  -0.043
C: -5.7107 1.8992 1.9755  -0.078
C: 1.1505 4.1345 -1.3909  0.017
N: -1.0652 -0.3868 -3.6074  -0.057
H: -6.8023 5.0811 1.5955  0.123
C: -0.3168 -1.8017 -5.5320  -0.078
H: -1.3733 -0.4473 -1.8209  0.086
Br: 0.7682 1.8959 2.5760  0.958
H: 0.0343 -1.4710 4.2797  0.142
H: -3.6915 -1.8948 -1.9377  0.122
H: -0.3540 -5.0239 -0.0735  0.130
H: -0.4760 0.4067 -3.8437  0.132
H: 1.6351 -1.5823 5.6123  0.109
C: -6.5754 2.9889 2.0050  -0.042
C: -1.7749 2.4940 0.3845  -0.351
C: 0.5551 0.6174 4.0199  -0.523
C: -4.8426 4.3819 1.0973  0.000
C: -3.1313 -3.9627 -1.6886  -0.048
H: 0.9271 -1.7180 9.8178  0.121
H: 2.8345 3.0477 -2.1898  0.132
Ti: -0.2755 0.1392 0.5247  0.891
C: 0.8222 1.0333 5.2698  -0.045
C: -2.1920 -4.8375 -1.1621  -0.042
H: -2.8186 0.7133 -3.9961  0.142
H: -3.3306 -0.3489 -6.2026  0.147
H: -0.3359 -2.8908 2.4813  0.154
C: -0.0553 4.0153 -0.7227  0.034
C: -4.4175 2.0609 1.5178  -0.435
O: 0.7508 -1.2155 -0.0177  -0.219
N: -2.6671 3.4745 0.5536  0.162
H: -0.6188 4.9015 -0.4652  0.128
C: -2.3808 -0.2510 -4.2482  -0.161
H: -1.7230 0.3922 -6.2209  0.144
C: 1.8814 2.9867 -1.6841  0.004
H: 0.2842 1.9279 7.6864  0.123
O: -1.6092 -0.7127 -0.8838  -0.111
H: 1.9161 0.8424 -1.4735  0.134
N: -0.0724 -0.8881 2.3069  -0.136
H: -1.6638 -1.8255 -7.1353  0.196
H: 0.1145 -2.7637 -5.8026  0.148
C: -0.5131 2.7583 -0.3538  -0.204
C: 1.2646 -1.1046 6.5116  -0.041
S: -3.3252 0.6564 1.5563  1.054
C: 1.2844 -1.8013 7.7036  -0.050
H: -4.5017 5.3514 0.7514  0.126
C: 0.1555 -0.6743 3.5490  -0.120
H: -2.3461 -5.9050 -1.2388  0.122
H: 0.5964 -1.6787 -3.5997  0.142
C: -6.1394 4.2279 1.5708  -0.041
C: 0.5510 0.8780 7.6886  -0.014
H: 1.5266 5.1090 -1.6720  0.138
C: -0.4083 -1.6383 -4.0175  -0.157
H: -2.4348 4.4085 0.2586  0.144
H: 1.0286 -3.1501 0.5972  0.162
N: -0.4195 -2.1285 1.8152  0.046
C: -0.8770 -2.9714 -0.3865  -0.115
H: -0.9730 -2.4700 -3.5856  0.122
H: -7.5845 2.8626 2.3710  0.123
N: -1.6971 -1.7034 -6.1201  0.070
N: -1.9215 1.2680 0.8022  -0.408
C: -1.8083 -2.1094 -0.9508  -0.240
C: 0.8731 0.2413 6.4830  -0.219
C: -1.0754 -4.3400 -0.5049  0.001
H: 1.6144 -2.8309 7.7218  0.117
C: 1.3789 1.7667 -1.2942  -0.069
H: -2.2711 -2.4684 -5.7537  0.191
H: -3.0311 -1.0267 -3.8368  0.111
C: -2.9411 -2.5906 -1.5814  -0.023
H: -6.0419 0.9270 2.3191  0.119
C: -3.9815 3.3003 1.0733  -0.221
C: 0.9117 -1.1698 8.8857  -0.036
H: 0.2911 0.6657 9.8019  0.120
N: 0.2017 1.6397 -0.6497  -0.048
H: 1.0067 2.0955 5.3993  0.123
H: 0.2778 -1.0082 -5.9841  0.144
H: -4.0240 -4.3449 -2.1653  0.119
C: -2.3333 -0.3890 -5.7683  -0.080

- Orbital gap (spin up / spin down): 6.31 / 6.16 eV
- Relative energy (zero: lowest compared OMol25 entry of this formula, charge and spin): 80.8 kJ/mol
- Multiplicity: 2
- Total charge: +3
- Highest occupied orbital energy (spin up / spin down): -0.5362 / -0.5364 Eh
- DFT total energy: -5594.4258 Ha

# 3
Here is C17H23I2N2OTi as an isolated structure in a non-equilibrium geometry from the OMol25 dataset. Energies are from ωB97M-V/def2-TZVPD.

Last column: Löwdin charge in e.
Atoms and positions in Å:
C: -0.5968 -3.9800 5.5876  -0.139
H: -0.5238 1.5811 3.2147  0.063
H: 2.3316 -0.8216 2.7971  0.071
C: -1.7058 1.9179 -2.4870  -0.107
H: 1.8120 0.9030 2.6528  -0.028
O: -1.4346 -1.8473 -1.3884  -0.075
I: 1.3841 2.4158 0.3526  0.133
H: -2.4907 0.4472 0.4284  0.069
C: 1.5596 0.4978 -2.7318  -0.164
I: 1.6549 -3.0187 -2.1595  0.771
H: -0.1741 2.1247 -4.1049  0.085
C: -0.5663 1.6677 -3.2088  -0.114
Ti: 1.0683 -0.2290 0.2529  0.153
C: 2.4352 -4.1377 -3.8705  -0.617
H: -1.1270 -1.2168 1.4423  -0.001
N: 0.1299 0.6817 -2.5652  -0.159
H: 1.9394 0.1325 4.2359  0.068
H: -0.3255 0.7356 4.7719  0.067
H: 1.7589 -0.1553 -3.5923  0.054
H: -1.7384 0.4039 3.7265  0.070
H: 2.5762 -5.1727 -3.5517  -0.047
H: -0.8253 -4.8140 6.2523  0.077
H: 2.0372 0.0081 -1.8511  -0.005
C: -0.5265 -1.0977 -1.1414  -0.524
C: -0.0303 -1.7701 3.9598  -0.167
N: -1.7187 1.0673 -1.4074  -0.127
H: -2.5658 -3.9461 4.6671  0.087
C: -2.5388 1.3084 -0.2405  -0.068
H: -2.0531 -1.9965 3.2310  0.109
H: 1.9197 -1.8246 4.8839  0.089
C: 0.2101 -0.5062 3.0997  -0.627
C: -1.2844 -2.3759 3.9066  -0.044
C: -0.5077 0.3555 -1.3783  -0.513
H: 1.4307 -3.7239 6.3276  0.084
C: 0.6577 -3.3691 5.6459  -0.119
C: -0.1546 -0.7607 1.6589  -0.241
H: -2.4725 2.6623 -2.6770  0.086
C: 0.9341 -2.2730 4.8314  -0.050
H: 2.0155 1.4915 -2.8695  0.061
C: -1.5798 -3.4777 4.7157  -0.100
C: 1.6618 -0.0462 3.1905  -0.151
H: -2.1690 2.1915 0.3059  0.064
H: 3.3883 -3.6849 -4.1585  -0.041
H: 1.7198 -4.0865 -4.6920  -0.036
C: -0.6580 0.6174 3.7269  -0.073
H: -3.5920 1.4788 -0.5184  0.074

- Orbital gap (spin up / spin down): 2.47 / 2.74 eV
- Relative energy (zero: lowest compared OMol25 entry of this formula, charge and spin): 0.0 kJ/mol
- Multiplicity: 2
- Total charge: -2
- Highest occupied orbital energy (spin up / spin down): 0.0672 / 0.0515 Eh
- DFT total energy: -2290.9632 Ha

# 4
Here is one molecule with the formula C4H6O2 from the OMol25 dataset. Energies are from ωB97M-V/def2-TZVPD.

Last column: Löwdin charge in e.
Atoms and positions in Å:
C: 1.0191 0.1911 0.0065  -0.149
C: 0.0218 -0.8399 0.5942  -0.143
H: 1.3658 0.8986 0.7640  0.116
H: -1.7697 0.4449 0.2148  0.132
H: 0.0757 -0.7840 1.6897  0.125
H: 0.1761 0.4328 -2.0459  0.135
C: 0.4383 1.0051 -1.1288  -0.290
O: 0.2483 2.1959 -1.0704  0.056
H: 1.8940 -0.3465 -0.3803  0.118
O: -2.2060 -1.5143 0.0166  0.058
H: 0.2655 -1.8691 0.3184  0.118
C: -1.4340 -0.6148 0.2389  -0.275

- Orbital gap: 10.66 eV
- Relative energy (zero: lowest compared OMol25 entry of this formula, charge and spin): 119.9 kJ/mol
- Total charge: 0
- SMILES string: O=CCCC=O
- Highest occupied orbital energy: -0.3691 Eh
- DFT total energy: -306.4606 Ha